1.
Formula: C14H32AuN6O6S
Source: the OMol25 dataset
Level of theory: ωB97M-V/def2-TZVPD

Positions of all 60 atoms, in Å:
O1 0.553 -1.376 -3.353
H1 0.174 -1.839 -4.121
Au1 -0.301 0.044 -0.676
N1 1.408 -1.090 -0.972
N2 -0.993 -1.844 -0.170
N3 0.731 1.737 -0.300
N4 -1.161 0.830 1.172
O2 2.570 -0.675 -1.035
O3 1.881 2.005 -0.898
O4 -2.399 0.371 1.581
O5 -2.013 -2.105 0.555
C1 -0.156 -2.826 -0.602
C2 1.108 -2.428 -1.089
C3 0.108 2.663 0.456
C4 -0.989 2.202 1.200
C5 2.136 -3.272 -1.736
H2 2.223 -2.972 -2.789
H3 1.844 -4.319 -1.679
H4 3.092 -3.115 -1.226
C6 -0.630 -4.228 -0.479
H5 -1.631 -4.320 -0.928
H6 -0.690 -4.521 0.582
H7 0.074 -4.890 -0.999
C7 0.592 4.065 0.536
C8 -1.796 3.009 2.121
H8 1.243 4.331 -0.303
H9 1.134 4.263 1.473
H10 -0.260 4.754 0.511
H11 -2.432 2.389 2.755
H12 -2.470 3.682 1.577
H13 -1.190 3.641 2.781
H14 1.874 1.393 -1.774
H15 -2.390 -0.601 1.263
C9 -1.835 0.366 -1.983
H16 -1.447 -0.042 -2.918
H17 -1.951 1.449 -1.965
H18 -2.710 -0.142 -1.591
O6 1.630 0.790 -3.167
H19 1.134 -0.225 -3.387
H20 1.402 1.421 -3.859
C10 -1.824 -1.289 4.164
N5 -0.964 -0.182 4.575
C11 -1.588 0.826 5.440
C12 0.197 0.132 3.928
S1 0.412 0.038 2.233
N6 1.275 0.543 4.614
C13 1.393 0.318 6.054
C14 2.507 0.849 3.892
H21 -2.067 -1.872 5.062
H22 -1.274 -1.923 3.462
H23 -2.757 -0.916 3.726
H24 -1.869 0.367 6.399
H25 -0.896 1.663 5.627
H26 -2.522 1.199 4.985
H27 2.280 -0.291 6.264
H28 1.540 1.274 6.570
H29 0.496 -0.179 6.432
H30 2.830 -0.003 3.274
H31 2.370 1.730 3.249
H32 3.269 1.078 4.641

- Molecular weight: 609.5 Da
- ⟨S²⟩: 2.191
- Net charge: +1
- 2S+1: 3
- LUMO (alpha / beta): -4.205 / -5.063 eV
- HOMO-LUMO gap (alpha / beta): 6.45 / 5.56 eV

Here are the natural (NBO) charges for atoms 1 to 4, given in e:
1 O -1.1965
2 H 0.4666
3 Au 1.3444
4 N -0.0699



2.
Formula: C14H32BBr10N3O8
Source: the OMol25 dataset
Level of theory: ωB97M-V/def2-TZVPD

Positions of all 68 atoms, in Å:
N1 16.713 -20.114 -5.653
H1 17.360 -20.778 -6.079
H2 16.772 -19.198 -6.095
H3 16.957 -20.163 -4.668
H4 15.759 -20.435 -5.794
N2 11.375 -22.346 -9.418
H5 11.049 -22.397 -8.459
H6 11.601 -21.372 -9.632
H7 10.667 -22.675 -10.076
H8 12.137 -23.007 -9.548
N3 14.211 -19.837 -2.405
H9 14.575 -20.455 -1.679
H10 13.955 -20.473 -3.152
H11 15.032 -19.290 -2.670
H12 13.569 -19.092 -2.128
O1 15.870 -17.157 -6.195
C1 14.713 -17.574 -6.332
O2 14.108 -17.981 -7.421
B1 12.751 -18.362 -7.182
O3 12.660 -18.250 -5.705
C2 13.719 -17.787 -5.149
O4 13.914 -17.514 -3.970
O5 11.794 -17.553 -7.940
C3 11.041 -18.356 -8.673
O6 10.101 -18.018 -9.344
C4 11.581 -19.808 -8.525
O7 12.603 -19.738 -7.681
O8 11.004 -20.769 -8.959
Br1 5.526 -20.965 -8.923
C5 7.269 -20.672 -9.816
C6 7.626 -22.039 -10.418
Br2 9.433 -22.087 -11.143
H13 8.094 -20.496 -9.124
H14 7.196 -19.821 -10.488
H15 6.884 -22.177 -11.204
H16 7.477 -22.848 -9.708
Br3 5.773 -18.315 -12.618
C7 6.899 -16.773 -12.110
C8 8.322 -17.177 -12.487
Br4 9.540 -15.601 -12.470
H17 6.762 -16.594 -11.046
H18 6.482 -15.879 -12.570
H19 8.394 -17.635 -13.469
H20 8.647 -17.846 -11.693
Br5 17.275 -15.697 -9.314
C9 17.855 -14.742 -7.717
C10 17.136 -13.433 -7.446
Br6 17.975 -12.367 -6.021
H21 18.911 -14.553 -7.896
H22 17.743 -15.346 -6.819
H23 16.129 -13.619 -7.072
H24 16.958 -12.817 -8.326
Br7 14.216 -21.433 -11.205
C11 14.123 -19.519 -11.777
C12 15.402 -18.974 -12.323
Br8 15.366 -17.031 -12.694
H25 13.752 -19.024 -10.883
H26 13.360 -19.463 -12.552
H27 15.712 -19.437 -13.256
H28 16.213 -19.055 -11.600
Br9 17.401 -13.815 -2.319
C13 16.007 -15.019 -3.010
C14 14.649 -14.278 -3.152
Br10 14.742 -12.849 -4.471
H29 15.935 -15.917 -2.395
H30 16.317 -15.419 -3.975
H31 14.238 -13.908 -2.217
H32 13.983 -15.031 -3.572

- Energy above the lowest of the compared OMol25 structures with the same formula, charge and spin: 203.0 kcal/mol
- Molecular weight: 1180.3 Da
- Net charge: +2
- 2S+1: 1
- LUMO: -7.673 eV
- HOMO-LUMO gap: 5.33 eV

Here are the natural (NBO) charges for atoms 1 to 4, given in e:
1 N -0.8629
2 H 0.4684
3 H 0.4955
4 H 0.4432